# 1
{"formula": "C34H30ClN5O4SSbV", "method": "wB97M-V/def2-TZVPD", "elements": ["V", "C", "C", "N", "N", "C", "N", "S", "C", "C", "C", "C", "C", "N", "H", "H", "H", "H", "H", "H", "H", "H", "H", "O", "Cl", "O", "O", "O", "C", "C", "C", "C", "C", "C", "C", "C", "N", "H", "H", "H", "H", "H", "H", "C", "C", "C", "C", "C", "C", "Sb", "C", "C", "C", "C", "C", "C", "C", "C", "C", "C", "C", "C", "H", "H", "H", "H", "H", "H", "H", "H", "H", "H", "H", "H", "H", "H", "H"], "coordinates": [[0.7454, -0.3990, 0.3973], [3.9967, -1.6232, 2.6565], [2.9842, -1.4358, 1.5644], [1.7323, -1.0773, 1.8106], [1.2971, -1.1313, 3.0826], [0.0038, -1.1005, 3.1868], [-0.5669, -1.2604, 4.4181], [-1.0223, -1.0148, 1.7995], [3.2396, -1.7577, 0.2025], [4.5137, -1.9977, -0.3439], [4.6251, -2.3317, -1.6730], [3.4680, -2.4551, -2.4436], [2.2495, -2.2266, -1.8295], [2.1171, -1.8869, -0.5600], [3.5430, -1.3161, 3.5953], [4.2969, -2.6696, 2.7310], [4.8795, -1.0155, 2.4576], [0.0320, -1.0515, 5.2047], [-1.5144, -0.9277, 4.4843], [5.3875, -1.8878, 0.2800], [5.5962, -2.5076, -2.1132], [3.5030, -2.7119, -3.4902], [1.3330, -2.3430, -2.3932], [1.2485, 0.2230, -3.2448], [0.9121, 0.7920, -1.9911], [0.5454, 2.1482, -2.1464], [2.0350, 0.6934, -1.1207], [-0.1934, 0.0725, -1.4284], [0.3442, 1.6343, 1.0088], [0.5178, 1.8082, 2.4219], [1.8059, 1.8534, 2.9963], [1.9841, 1.9866, 4.3477], [0.8759, 2.1211, 5.1985], [-0.4127, 2.0774, 4.6476], [-0.5823, 1.9112, 3.2967], [1.0510, 2.3194, 6.5729], [1.1795, 2.5018, 7.7037], [1.1042, 2.1709, 0.4372], [-0.6673, 1.8643, 0.6570], [2.6672, 1.7540, 2.3447], [2.9763, 1.9828, 4.7795], [-1.2738, 2.1766, 5.2965], [-1.5783, 1.8549, 2.8795], [-7.3125, -3.5872, -2.6494], [-7.3617, -2.5959, -1.6852], [-6.1982, -1.9583, -1.2851], [-4.9750, -2.2991, -1.8361], [-4.9392, -3.2936, -2.8036], [-6.0940, -3.9360, -3.2097], [-3.1299, -1.2844, -1.2365], [-2.2116, -3.1783, -0.7250], [-2.9172, -4.3422, -0.4519], [-2.2513, -5.4546, 0.0396], [-0.8906, -5.4056, 0.2988], [-0.1873, -4.2424, 0.0411], [-0.8498, -3.1466, -0.4820], [-2.5820, -1.1797, -3.3307], [-1.2798, -1.3872, -3.7442], [-0.8987, -1.1462, -5.0516], [-1.8385, -0.7216, -5.9731], [-3.1562, -0.5488, -5.5808], [-3.5218, -0.7596, -4.2626], [-8.2198, -4.0842, -2.9663], [-8.3096, -2.3178, -1.2436], [-6.2409, -1.1780, -0.5364], [-3.9872, -3.5600, -3.2454], [-6.0443, -4.7103, -3.9635], [-3.9852, -4.3854, -0.6273], [-2.8003, -6.3654, 0.2429], [-0.3817, -6.2711, 0.7011], [0.8705, -4.1706, 0.2605], [-0.3014, -2.2355, -0.6825], [-0.5424, -1.7110, -3.0288], [0.1386, -1.2602, -5.3273], [-1.5483, -0.5265, -6.9955], [-3.8920, -0.2262, -6.3059], [-4.5479, -0.6064, -3.9509]], "forces_ev_per_a": [[-0.7, 0.5, -1.0], [-0.3, 0.1, -0.2], [0.6, -0.2, 0.6], [0.9, -0.6, 1.2], [0.3, -0.2, 1.4], [-0.1, -0.3, -0.7], [0.0, 0.0, 0.3], [-0.8, -0.2, 0.5], [0.1, -0.2, -0.2], [-0.1, 0.1, 0.1], [-0.1, 0.0, 0.1], [-0.1, 0.0, 0.1], [0.2, -0.4, -0.6], [-0.1, 0.3, 0.2], [0.1, 0.0, 0.0], [0.1, 0.0, 0.0], [0.1, 0.0, 0.0], [-0.1, 0.1, -0.1], [0.1, 0.0, 0.1], [0.1, 0.0, 0.0], [0.1, 0.0, 0.0], [0.0, 0.0, -0.1], [0.0, 0.1, 0.0], [0.1, -0.5, -0.6], [0.5, 2.5, -3.6], [-0.3, 0.5, 0.0], [1.1, -0.5, 1.6], [-1.4, -1.2, 1.0], [0.0, 0.2, -0.5], [0.0, 0.4, 0.4], [-0.1, 0.1, -0.1], [-0.1, 0.1, 0.2], [-0.2, -0.2, -1.1], [0.2, 0.0, 0.2], [0.1, 0.0, -0.1], [0.1, 0.2, 1.1], [0.0, 0.0, 0.1], [-0.1, 0.1, 0.1], [0.2, 0.1, 0.1], [0.0, 0.0, 0.0], [0.1, 0.1, 0.0], [0.0, 0.0, 0.1], [0.0, 0.0, 0.0], [-0.1, 0.0, 0.0], [-0.3, 0.0, 0.0], [0.0, 0.2, 0.2], [0.4, 0.4, 0.3], [0.2, -0.1, -0.1], [0.0, -0.1, -0.1], [-0.6, -0.8, -0.5], [-0.1, 0.5, -0.2], [-0.1, 0.0, 0.0], [-0.1, -0.2, 0.1], [0.0, 0.0, 0.0], [0.2, 0.0, -0.1], [0.1, -0.1, -0.2], [0.0, 0.0, 0.5], [0.1, -0.1, 0.0], [0.0, 0.0, -0.1], [0.0, -0.1, -0.1], [-0.1, 0.1, -0.1], [-0.1, 0.0, 0.1], [0.0, 0.0, 0.0], [0.0, 0.0, 0.0], [-0.1, 0.0, 0.1], [0.0, -0.1, -0.1], [0.0, 0.0, 0.0], [0.0, -0.1, 0.1], [-0.1, 0.0, 0.0], [0.0, 0.0, 0.0], [0.0, 0.0, 0.0], [0.0, -0.3, 0.0], [0.1, 0.0, 0.0], [0.1, 0.0, -0.1], [0.0, 0.0, -0.1], [-0.1, 0.0, 0.0], [-0.1, 0.0, -0.1]], "s_squared": 3.82, "relative_energy_kcal_mol": 74.1, "charge": -1, "largest_force_ev_per_a": 4.46, "e_tot_ha": -3930.801330, "e_lumo_ev": [2.48, 2.01], "multiplicity": 4}


# 2
{"formula": "C34H30F3NS", "method": "wB97M-V/def2-TZVPD", "elements": ["F", "C", "F", "C", "F", "C", "C", "C", "C", "C", "C", "C", "C", "N", "C", "C", "C", "C", "C", "C", "S", "H", "H", "H", "H", "H", "H", "H", "H", "H", "H", "H", "H", "C", "C", "C", "C", "C", "C", "H", "H", "H", "H", "H", "H", "C", "C", "C", "C", "C", "C", "H", "H", "H", "H", "H", "H", "C", "C", "C", "C", "C", "C", "H", "H", "H", "H", "H", "H"], "coordinates": [[0.6452, -2.8679, -0.9246], [-0.3345, -2.0787, -0.5210], [-1.4448, -2.1439, -1.2550], [-0.3016, -1.2826, 0.5593], [-1.3738, -1.3413, 1.4022], [0.8035, -0.3441, 0.9571], [1.0697, 0.7929, -0.0552], [-0.1726, 1.4368, -0.6230], [-0.1891, 1.9251, -1.9141], [-1.3193, 2.4836, -2.4708], [-2.4634, 2.5609, -1.7141], [-2.4928, 2.1185, -0.3979], [-1.3435, 1.5702, 0.1073], [-3.6804, 2.2250, 0.3986], [-4.8320, 1.6923, -0.2740], [-5.6525, 0.7876, 0.3456], [-6.7575, 0.2669, -0.2940], [-7.0604, 0.6888, -1.5715], [-6.2546, 1.5933, -2.2243], [-5.1498, 2.0740, -1.5689], [-4.0070, 3.2222, -2.3399], [1.7101, -0.9519, 1.1088], [0.5770, 0.0770, 1.9447], [1.6906, 1.5380, 0.4674], [1.7035, 0.4009, -0.8625], [0.7242, 1.8528, -2.5057], [-1.3244, 2.8609, -3.4907], [-1.3425, 1.2157, 1.1392], [-3.8585, 3.2252, 0.5203], [-5.4449, 0.4215, 1.3496], [-7.4067, -0.4663, 0.1756], [-7.9347, 0.2540, -2.0524], [-6.4894, 1.9107, -3.2367], [4.5210, 0.0845, 4.0063], [3.9230, 0.5793, 5.1576], [2.9014, -0.1338, 5.7711], [2.4741, -1.3394, 5.2301], [3.0673, -1.8289, 4.0743], [4.0914, -1.1183, 3.4633], [5.3215, 0.6374, 3.5304], [4.2537, 1.5215, 5.5769], [2.4368, 0.2507, 6.6705], [1.6779, -1.8960, 5.7081], [2.7302, -2.7660, 3.6482], [4.5546, -1.5015, 2.5621], [6.3021, 4.5918, 0.7673], [5.7045, 5.0888, 1.9177], [4.6855, 4.3759, 2.5350], [4.2615, 3.1676, 1.9991], [4.8533, 2.6747, 0.8439], [5.8746, 3.3857, 0.2286], [7.1010, 5.1449, 0.2898], [6.0338, 6.0326, 2.3341], [4.2216, 4.7621, 3.4341], [3.4683, 2.6092, 2.4819], [4.5184, 1.7340, 0.4228], [6.3376, 3.0003, -0.6712], [-3.2726, -5.8470, -5.0893], [-3.2846, -4.8094, -4.1669], [-2.1450, -4.5235, -3.4270], [-0.9941, -5.2789, -3.6075], [-0.9845, -6.3221, -4.5237], [-2.1230, -6.6054, -5.2657], [-4.1598, -6.0655, -5.6707], [-4.1831, -4.2218, -4.0246], [-2.1542, -3.7143, -2.7121], [-0.1040, -5.0546, -3.0323], [-0.0883, -6.9148, -4.6602], [-2.1150, -7.4176, -5.9819]], "forces_ev_per_a": [[0.1, 0.8, -1.0], [-0.8, 0.8, 0.8], [0.2, -1.3, 0.3], [0.7, -0.5, 0.4], [-0.4, 1.1, -0.9], [0.3, -0.8, 0.5], [0.3, -0.2, 0.3], [-0.1, 0.1, -0.1], [0.9, -0.1, -0.5], [-0.1, 0.3, -0.5], [-1.5, 0.2, 0.1], [0.1, 0.0, -0.4], [0.5, -0.7, 1.5], [0.0, 0.3, 0.0], [0.0, 0.0, 0.0], [-0.2, -1.0, 1.2], [-0.4, 0.0, -0.2], [-0.8, -0.6, -0.2], [-0.3, 0.1, -0.6], [1.4, 0.8, -0.2], [0.0, -0.1, -0.2], [0.0, 0.4, -0.1], [-0.1, -0.2, -0.2], [-0.2, -0.1, -0.2], [-0.3, 0.1, 0.0], [-0.2, 0.0, 0.0], [0.1, -0.1, 0.1], [-0.3, 0.1, -0.2], [0.1, -0.1, 0.2], [0.3, 0.3, -0.1], [0.2, 0.1, 0.1], [0.2, 0.2, -0.1], [0.1, 0.0, 0.1], [0.0, 0.0, 0.0], [0.0, 0.0, 0.0], [0.0, 0.0, 0.0], [0.0, 0.0, 0.0], [0.0, 0.0, 0.0], [0.0, 0.0, 0.0], [0.0, 0.0, 0.0], [0.0, 0.0, 0.0], [0.0, 0.0, 0.0], [0.0, 0.0, 0.0], [0.0, 0.0, 0.0], [0.0, 0.0, 0.0], [0.0, 0.0, 0.0], [0.0, 0.0, 0.0], [0.0, 0.0, 0.0], [-0.1, 0.0, 0.0], [0.0, 0.0, 0.0], [0.0, 0.0, 0.0], [0.0, 0.0, 0.0], [0.0, 0.0, 0.0], [0.0, 0.0, 0.0], [0.0, 0.0, 0.0], [0.0, 0.0, 0.0], [0.0, 0.0, 0.0], [0.0, 0.0, 0.0], [0.0, 0.0, 0.0], [0.0, 0.0, 0.0], [0.0, 0.0, 0.0], [0.0, 0.0, 0.0], [0.0, 0.0, 0.0], [0.0, 0.0, 0.0], [0.0, 0.0, 0.0], [0.0, 0.0, 0.0], [0.0, 0.0, 0.0], [0.0, 0.0, 0.0], [0.0, 0.0, 0.0]], "smiles": "FC(F)=C(F)CCc1ccc2c(c1)Nc1ccccc1S2.c1ccccc1.c1ccccc1.c1ccccc1", "largest_force_ev_per_a": 1.71, "e_tot_ha": -2066.066075, "e_lumo_ev": 0.57}


# 3
{"formula": "C34H31AsN5O4Sn", "method": "wB97M-V/def2-TZVPD", "elements": ["Sn", "O", "C", "N", "C", "C", "C", "C", "C", "C", "N", "C", "C", "C", "C", "C", "N", "H", "H", "H", "H", "H", "H", "H", "H", "H", "H", "N", "C", "C", "O", "N", "C", "C", "O", "O", "H", "H", "H", "H", "H", "H", "C", "C", "C", "C", "C", "C", "As", "C", "C", "C", "C", "C", "C", "C", "C", "C", "C", "C", "C", "H", "H", "H", "H", "H", "H", "H", "H", "H", "H", "H", "H", "H", "H", "H"], "coordinates": [[-2.2138, -1.7257, 0.9087], [-1.8956, 2.1553, 2.7470], [-1.7806, 1.3072, 1.8749], [-1.3593, 0.0657, 2.0421], [-0.6462, -0.2214, 3.3337], [0.7691, 0.3702, 3.4329], [1.6483, -0.2862, 4.3258], [2.8807, 0.2456, 4.5224], [3.2780, 1.3905, 3.8341], [2.3760, 1.9427, 2.9613], [1.1577, 1.4039, 2.7178], [-2.2735, 1.5817, 0.4858], [-2.3854, 2.8988, 0.0040], [-2.6727, 3.1276, -1.3443], [-2.8146, 2.0170, -2.1992], [-2.6871, 0.7994, -1.6490], [-2.3914, 0.5430, -0.3485], [-1.2267, 0.2013, 4.1134], [-0.7256, -1.3088, 3.5112], [1.4670, -1.1748, 4.8499], [3.5009, -0.3308, 5.1664], [4.3022, 1.7238, 4.0173], [2.5876, 2.8031, 2.3527], [-2.2781, 3.7096, 0.7270], [-2.7025, 4.1488, -1.7642], [-2.9874, 2.1300, -3.2477], [-2.6345, -0.0897, -2.3055], [-4.5635, -2.1222, -1.2149], [-5.4378, -1.1593, -0.5601], [-5.5846, -1.3124, 0.9085], [-6.6656, -1.4537, 1.4381], [-4.4073, -1.3872, 1.5717], [-4.4761, -1.5024, 3.0284], [-3.3321, -2.2406, 3.6449], [-3.3975, -2.4467, 4.8377], [-2.3237, -2.5644, 2.8715], [-4.3641, -1.9248, -2.1925], [-4.8563, -3.1050, -1.0453], [-6.4669, -1.1198, -0.9132], [-5.0934, -0.1253, -0.7137], [-5.4074, -2.0044, 3.2665], [-4.4607, -0.4942, 3.4501], [4.4233, -3.5687, 0.1318], [3.6739, -3.5971, -1.0541], [2.8446, -2.5764, -1.4382], [2.6365, -1.4562, -0.5772], [3.3585, -1.4873, 0.6078], [4.2440, -2.4977, 0.9712], [1.3106, -0.0417, -0.7934], [2.4197, 1.4872, -1.0904], [1.7759, 2.7373, -1.2670], [2.5460, 3.8823, -1.4715], [3.9084, 3.7908, -1.3637], [4.5401, 2.5848, -1.2008], [3.8089, 1.4040, -1.1517], [0.9541, -0.3788, -2.6973], [-0.1826, -1.1131, -3.0033], [-0.6175, -1.2491, -4.3419], [0.0187, -0.5492, -5.3653], [1.1576, 0.1745, -5.0511], [1.6441, 0.1778, -3.7676], [5.1707, -4.3478, 0.3661], [3.7676, -4.5085, -1.6191], [2.1866, -2.7243, -2.3919], [3.1568, -0.7380, 1.3026], [4.8569, -2.4152, 1.8629], [0.6909, 2.8084, -1.2862], [2.1317, 4.8033, -1.7583], [4.5770, 4.6751, -1.3194], [5.6031, 2.5452, -1.0731], [4.2524, 0.4091, -1.1666], [-0.7408, -1.5746, -2.1971], [-1.5738, -1.8005, -4.5154], [-0.3620, -0.6998, -6.3560], [1.7675, 0.6452, -5.8520], [2.5949, 0.7338, -3.5204]], "forces_ev_per_a": [[-0.6, 0.4, 0.2], [0.3, 1.3, 0.3], [-1.0, -0.8, 0.6], [1.2, -1.4, 0.5], [-0.4, 0.2, -2.0], [-0.6, -1.7, 0.3], [-0.2, 1.4, -0.8], [0.1, 0.1, -0.4], [0.8, -0.3, 0.7], [-0.6, -0.6, -0.5], [0.1, 0.6, 0.3], [0.4, 0.2, -1.5], [-0.5, 0.3, -0.1], [0.3, 0.0, 0.2], [-0.1, 2.0, 0.5], [1.0, -2.8, 0.8], [-0.6, 0.9, -0.6], [-0.5, 0.7, 1.1], [0.7, 0.5, -0.2], [-1.0, -1.1, 0.4], [0.9, 0.1, 0.5], [-0.4, 0.4, -0.4], [0.3, 0.3, -0.1], [0.1, -0.2, -0.3], [-0.1, -0.6, 0.4], [-0.1, 0.1, -0.4], [-0.4, 0.5, 0.5], [0.1, -0.6, 0.5], [-0.7, 1.1, -1.3], [2.9, -1.2, 1.2], [-2.0, 0.3, 0.4], [1.2, 0.2, -0.2], [-0.5, 0.4, -1.5], [0.4, 0.0, -0.3], [0.4, -0.4, 0.7], [-0.4, -0.1, 0.3], [-0.4, -0.2, 0.4], [0.3, 1.2, -0.4], [-0.2, -0.4, -0.4], [0.4, -0.3, -0.2], [-0.1, 0.1, 0.4], [-0.2, 0.0, 0.3], [0.2, -0.1, -0.4], [0.8, -0.9, 0.5], [-2.3, 0.6, -1.2], [0.8, -1.4, -0.4], [-0.2, -0.6, -0.4], [0.5, 0.2, -0.1], [-0.6, -0.8, -0.4], [0.2, 1.0, -0.2], [0.6, -0.3, -0.1], [-0.3, -1.3, 0.1], [1.7, 1.0, 0.4], [0.1, -0.9, 0.1], [-0.6, 0.1, 0.1], [-0.6, -0.2, -0.3], [-0.3, -0.2, -0.8], [-0.9, 0.1, 0.9], [-0.4, -0.9, 0.9], [0.9, -0.1, -1.4], [1.5, 1.4, 1.2], [-0.7, 0.4, -0.2], [-0.1, 0.0, -0.6], [1.4, 0.5, 1.8], [-0.1, 1.4, 1.2], [-0.3, 0.1, 0.1], [0.1, -0.1, 0.1], [-0.8, 1.1, 0.0], [-0.8, -0.4, -0.4], [0.5, 0.0, -0.2], [0.2, 0.4, 0.3], [-0.1, -0.1, 0.0], [1.0, 0.4, 0.0], [0.0, 0.4, -0.5], [-0.6, -0.2, 0.6], [-1.1, -0.6, -0.5]], "charge": -1, "largest_force_ev_per_a": 3.34, "e_tot_ha": -4339.150272, "e_lumo_ev": 2.30}